Entry 1:
{
  "formula": "C7H11NO4S2",
  "method": "ωB97M-V/def2-TZVPD",
  "elements": ["C", "C", "C", "C", "C", "C", "C", "N", "O", "O", "O", "O", "S", "S", "H", "H", "H", "H", "H", "H", "H", "H", "H", "H", "H"],
  "xyz": [[0.3779, -1.1628, -1.3541], [-3.2936, 1.6272, -1.0683], [0.1521, -1.0940, 1.8113], [0.3155, -2.4359, 1.0886], [-0.0640, 0.9041, 0.3283], [0.6496, 1.9371, -0.4764], [2.0398, 0.3522, 1.3096], [0.6165, 0.0918, 1.1932], [-2.9660, 1.1978, -2.0875], [-1.2775, 0.7634, 0.2429], [-1.3658, -1.0686, -3.5239], [-3.6600, 2.1767, -0.1306], [-0.5866, -2.1877, -0.5111], [0.0447, -0.6185, -2.8661], [-0.9591, -0.8309, 1.9273], [0.5382, -1.0374, 2.8731], [1.4024, -2.6740, 0.8396], [-0.0654, -3.3721, 1.5444], [0.1170, 2.5516, -1.2737], [1.6052, 1.3384, -0.8062], [1.0541, 2.5931, 0.3111], [2.7428, 0.0671, 0.4757], [2.3047, 1.4025, 1.3352], [2.4182, -0.0968, 2.1978], [-2.1407, -0.4243, -3.3803]],
  "forces_ev_per_a": [[-0.1, -0.1, -1.7], [0.2, 0.7, -0.1], [-3.0, 0.6, 2.6], [1.6, 0.2, -1.4], [-2.7, -0.6, -0.1], [2.7, -0.5, 0.2], [1.4, 0.2, -1.0], [3.4, 1.5, -1.3], [0.3, -0.8, -0.9], [-0.3, 0.2, -0.1], [-2.5, 0.5, -0.2], [-0.5, 0.2, 0.9], [-0.2, -1.0, 0.4], [1.2, 0.5, 1.4], [1.2, -1.0, -0.1], [-0.2, -0.6, -1.1], [-1.3, 0.5, 0.2], [-0.2, 1.0, 0.1], [0.5, -1.5, 1.2], [-1.8, 1.6, -0.3], [-0.1, 0.4, -0.5], [-1.1, -0.7, 0.3], [-0.5, 0.4, 0.6], [0.2, -0.4, 0.7], [1.8, -1.1, 0.1]],
  "orbital_gap_ha": 0.3396,
  "e_above_lowest_kcal_mol": 10.2,
  "largest_force_ev_per_a": 3.99
}

***

Entry 2:
{
  "formula": "C4H13N2O2",
  "method": "ωB97M-V/def2-TZVPD",
  "elements": ["N", "C", "C", "N", "C", "C", "O", "H", "H", "H", "H", "H", "H", "H", "H", "H", "H", "H", "H", "H", "O"],
  "xyz": [[2.0617, -0.5749, -0.3106], [1.3531, -0.3346, -1.4948], [0.3372, 0.9049, -1.3019], [-0.6070, 0.7260, -0.1551], [-1.0976, -0.8255, 0.0465], [-0.1922, -1.4027, 1.2599], [0.5786, -0.4520, 1.7695], [1.5336, -1.0723, 0.4080], [2.6020, -0.0466, 0.2650], [1.9728, 0.0232, -2.2725], [0.7672, -1.2577, -1.6411], [-0.0887, 1.1114, -2.2808], [1.0416, 1.8021, -1.0078], [-0.1756, 0.7738, 0.6666], [-0.7699, -1.3393, -0.8999], [-2.1022, -0.8883, 0.0280], [-1.0246, -1.8553, 1.9415], [0.3509, -2.1792, 0.8579], [-1.9177, 1.9349, 0.7316], [-2.3852, 2.2236, 2.0747], [-2.2380, 2.7283, 1.3153]],
  "forces_ev_per_a": [[0.0, -4.5, -0.4], [-2.0, 2.1, 1.8], [1.9, -0.2, 1.9], [-4.1, -2.7, -5.4], [5.6, 2.1, -2.3], [-4.0, 2.0, 1.1], [-0.1, 0.1, 1.8], [0.2, 0.5, -0.7], [1.6, 3.1, 0.7], [0.8, -0.3, -1.4], [0.6, 0.5, -0.9], [-0.7, 0.2, 0.1], [-1.4, -1.5, -0.6], [3.3, 0.6, 4.3], [-0.6, 0.3, 0.9], [-3.5, 0.1, 0.7], [1.1, 0.2, -0.3], [1.2, -2.7, -1.0], [0.0, 1.9, 0.3], [-0.5, -0.8, 2.4], [0.7, -1.0, -2.9]],
  "orbital_gap_ha": 0.2636,
  "e_above_lowest_kcal_mol": 77.6,
  "total_charge": -1,
  "largest_force_ev_per_a": 7.32
}

***

Entry 3:
{
  "formula": "C22H35FN4O4",
  "method": "ωB97M-V/def2-TZVPD",
  "elements": ["C", "C", "C", "O", "O", "C", "C", "C", "C", "N", "N", "C", "C", "C", "C", "F", "C", "N", "C", "O", "H", "H", "H", "H", "H", "H", "H", "H", "H", "H", "H", "H", "H", "H", "H", "H", "H", "C", "C", "C", "C", "C", "C", "N", "O", "C", "C", "C", "H", "H", "H", "H", "H", "H", "H", "H", "H", "H", "H", "H", "H", "H", "H", "H", "H", "H"],
  "xyz": [[-5.2123, -5.1850, 5.1736], [-4.7324, -4.4469, 3.8272], [-3.1807, -4.1229, 3.8659], [-2.4017, -5.0233, 4.1034], [-2.7337, -2.7878, 3.6529], [-2.2720, -2.1992, 4.9063], [-0.7681, -1.7134, 4.7047], [-0.5594, -0.1585, 4.9392], [-0.8169, 0.4065, 6.3151], [-0.6131, 1.7333, 6.5497], [-0.1969, 2.4639, 5.5437], [0.0627, 2.1775, 4.2117], [0.5430, 3.2847, 3.1994], [-0.3144, 3.3324, 1.8486], [0.5420, 2.8381, 0.6015], [-0.2078, 2.0638, -0.3313], [-0.1242, 0.7123, 3.7951], [0.1031, 0.2337, 2.4376], [-1.0590, 0.2332, 1.8938], [-2.0655, 0.4213, 1.3455], [-6.0167, -5.9376, 4.9360], [-5.5732, -4.3716, 5.8814], [-4.3109, -5.6547, 5.6900], [-5.3155, -3.4690, 3.7760], [-4.9945, -5.0351, 2.8991], [-2.9685, -1.4000, 5.2984], [-2.2504, -3.0615, 5.6517], [-0.0005, -2.3209, 5.2789], [-0.5235, -1.8934, 3.6047], [-1.1726, -0.2366, 7.1780], [-0.0268, 3.4567, 5.7869], [0.4497, 4.2837, 3.7431], [1.6526, 3.1857, 2.9496], [-1.3235, 2.8309, 1.9459], [-0.5359, 4.4343, 1.6634], [0.8827, 3.7653, 0.0304], [1.5028, 2.3208, 0.9336], [1.7144, 1.0466, -2.7074], [1.2600, 1.4031, -4.1537], [0.1806, 0.4187, -4.6645], [0.7063, -0.9075, -5.2012], [1.8439, -0.6784, -6.1876], [2.9695, 0.1753, -5.5811], [2.4637, 1.4727, -5.0329], [2.1696, 2.2659, -6.0736], [3.6740, -0.6576, -4.4839], [4.0737, 0.3874, -6.6384], [0.5400, 2.7647, -3.9803], [2.7724, 0.7904, -2.6415], [1.6117, 1.8930, -2.0272], [1.1442, 0.2134, -2.2912], [-0.3846, 0.8942, -5.4753], [-0.5479, 0.2188, -3.8719], [1.0252, -1.5510, -4.3756], [-0.1065, -1.4418, -5.7022], [2.2366, -1.6460, -6.5156], [1.4448, -0.1969, -7.0880], [4.4706, -0.0838, -4.0029], [4.1324, -1.5517, -4.9150], [2.9982, -1.0189, -3.7086], [3.6988, 0.8555, -7.5505], [4.5118, -0.5678, -6.9381], [4.8813, 1.0083, -6.2413], [1.2408, 3.5505, -3.6846], [-0.2271, 2.6937, -3.2046], [0.0339, 3.0886, -4.8918]],
  "forces_ev_per_a": [[1.0, 0.7, -0.1], [-0.4, 1.3, 0.3], [-0.3, -2.0, 0.1], [-0.8, 2.0, -0.3], [-0.7, -0.3, 1.2], [0.9, -1.3, 0.7], [0.2, 1.0, -1.2], [0.3, 0.3, -0.4], [1.0, 1.2, -2.5], [-0.5, -2.8, -0.2], [0.8, 0.9, -2.6], [0.0, -3.0, -0.7], [-0.4, 0.3, 0.9], [0.2, 0.7, -0.2], [0.4, 1.1, -0.3], [0.8, 0.6, 1.6], [-0.5, 1.2, 4.2], [-3.0, 0.5, 0.9], [0.8, 1.2, -0.5], [1.6, -1.0, 0.9], [0.9, 0.9, 0.5], [0.1, -1.2, -0.9], [-1.4, 0.2, -0.8], [0.8, -1.2, -0.2], [0.6, 0.5, 1.1], [0.7, -0.7, -0.8], [0.0, 1.3, -0.7], [-1.1, 0.8, -0.4], [-0.3, 0.1, 1.5], [0.6, 1.0, -1.3], [-0.3, -0.8, 0.1], [0.1, -1.2, -0.7], [-1.4, -0.2, 0.5], [1.3, 0.4, -0.2], [0.1, -1.5, 0.3], [-0.5, -1.2, 0.6], [-1.5, 0.1, -0.6], [0.5, -0.3, 0.1], [-0.7, 0.2, 2.1], [0.0, -0.2, -0.5], [0.0, 0.0, 0.1], [-0.4, 0.2, 0.0], [1.5, -1.5, 0.2], [-2.1, 0.8, -3.1], [0.9, -0.6, 1.6], [-0.2, 0.0, 0.4], [-0.3, 0.6, -0.2], [0.3, 0.2, -0.8], [-0.1, -0.1, -0.2], [-0.2, 0.0, -0.2], [0.0, 0.0, 0.0], [0.2, 0.1, 0.1], [0.2, 0.2, 0.1], [0.1, 0.0, 0.0], [0.0, 0.0, 0.1], [0.2, 0.2, 0.1], [0.1, 0.2, 0.1], [-0.1, 0.0, -0.1], [-0.1, 0.2, -0.2], [0.0, 0.1, 0.0], [-0.1, 0.1, 0.2], [-0.2, 0.0, 0.2], [-0.1, 0.0, 0.0], [0.0, -0.1, -0.1], [0.2, -0.3, 0.0], [0.2, 0.0, 0.0]],
  "orbital_gap_ha": [0.1952, 0.2201],
  "total_charge": 1,
  "s_squared": 0.75,
  "largest_force_ev_per_a": 4.37,
  "multiplicity": 2
}

***

Entry 4:
{
  "formula": "C43H41N3O7PReS",
  "method": "ωB97M-V/def2-TZVPD",
  "elements": ["Re", "O", "C", "C", "C", "C", "C", "C", "C", "O", "N", "N", "C", "C", "C", "C", "C", "C", "N", "H", "H", "H", "H", "H", "H", "H", "H", "H", "H", "O", "C", "C", "C", "C", "C", "C", "C", "P", "C", "C", "C", "C", "C", "C", "C", "C", "C", "C", "C", "C", "H", "H", "H", "H", "H", "H", "H", "H", "H", "H", "H", "H", "H", "H", "C", "C", "C", "C", "C", "C", "C", "S", "O", "O", "O", "H", "H", "H", "H", "H", "H", "H", "C", "C", "O", "C", "C", "H", "H", "H", "H", "H", "H", "H", "H", "H", "H"],
  "xyz": [[0.5995, -0.3766, 0.2861], [-1.2216, 3.0212, -2.4984], [-0.4492, 2.7689, -3.5661], [-0.7224, 3.4496, -4.7534], [0.0563, 3.2541, -5.8720], [1.1230, 2.3594, -5.8430], [1.3761, 1.6441, -4.6985], [0.5940, 1.8253, -3.5481], [0.8526, 0.9624, -2.4100], [0.4513, 1.2171, -1.1873], [1.5055, -0.1542, -2.6112], [1.6195, -0.8791, -1.5144], [2.4838, -1.8777, -1.5449], [2.7022, -2.5339, -0.3230], [3.5204, -3.6701, -0.1847], [3.6386, -4.2617, 1.0472], [2.9388, -3.7000, 2.1180], [2.1895, -2.5565, 1.9206], [2.0614, -1.9628, 0.7340], [-0.8950, 2.5302, -1.7257], [-1.5567, 4.1324, -4.7628], [-0.1618, 3.7997, -6.7767], [1.7376, 2.2271, -6.7185], [2.1804, 0.9295, -4.6517], [3.0181, -2.1038, -2.4563], [4.0408, -4.0403, -1.0540], [4.2603, -5.1333, 1.1887], [2.9894, -4.1360, 3.1029], [1.6570, -2.1169, 2.7504], [0.8131, 0.4025, 2.6443], [-0.1548, 0.4212, 3.3032], [-1.4899, 0.5195, 3.5082], [-2.1861, 0.3484, 4.7270], [-3.3978, 0.9631, 4.9060], [-3.8976, 1.8219, 3.9237], [-3.2757, 1.9091, 2.6868], [-2.1347, 1.1777, 2.3987], [-1.4828, 1.0022, 0.6875], [-2.8554, 0.7708, -0.5055], [-4.1988, 0.8065, -0.1479], [-5.1809, 0.5171, -1.0765], [-4.8408, 0.1827, -2.3761], [-3.5066, 0.0919, -2.7297], [-2.5224, 0.3692, -1.7972], [-1.0465, 2.7938, 0.5904], [0.1920, 3.2134, 1.0639], [0.4799, 4.5626, 1.1652], [-0.4716, 5.5019, 0.8028], [-1.7009, 5.0901, 0.3173], [-1.9895, 3.7407, 0.2064], [-1.7485, -0.2804, 5.4856], [-3.9429, 0.8226, 5.8263], [-4.7931, 2.3943, 4.1087], [-3.6891, 2.5656, 1.9353], [-4.4890, 1.0150, 0.8658], [-6.2177, 0.5337, -0.7755], [-5.6119, -0.0265, -3.1001], [-3.2255, -0.2173, -3.7261], [-1.4901, 0.2419, -2.0909], [0.9343, 2.4747, 1.3344], [1.4409, 4.8772, 1.5433], [-0.2573, 6.5555, 0.8964], [-2.4371, 5.8246, 0.0276], [-2.9382, 3.4232, -0.2010], [-0.0117, -6.6633, -1.8831], [-0.5852, -5.5846, -1.0213], [-1.0031, -5.8557, 0.2782], [-1.4617, -4.8394, 1.1005], [-1.5239, -3.5530, 0.6053], [-1.1421, -3.2635, -0.6905], [-0.6736, -4.2801, -1.5024], [-1.7174, -2.1721, 1.7012], [-2.1113, -2.5899, 3.0111], [-2.5212, -1.1216, 1.0822], [-0.2880, -1.6824, 1.7234], [-0.4138, -7.6369, -1.6193], [1.0691, -6.6997, -1.7475], [-0.2107, -6.4657, -2.9324], [-0.9476, -6.8665, 0.6546], [-1.7731, -5.0234, 2.1165], [-1.2338, -2.2459, -1.0500], [-0.3607, -4.0626, -2.5126], [3.3298, 2.1674, -0.7933], [3.9702, 2.1556, 0.5761], [3.4609, 1.0926, 1.3623], [4.2157, 1.0124, 2.5597], [3.7927, -0.1322, 3.4589], [3.8241, 2.8911, -1.4327], [2.2844, 2.4382, -0.7003], [3.4182, 1.1829, -1.2433], [3.7840, 3.1137, 1.0851], [5.0598, 2.0354, 0.4817], [4.1228, 1.9628, 3.1086], [5.2775, 0.8858, 2.2931], [2.7541, -0.0274, 3.7498], [4.4109, -0.1187, 4.3528], [3.9283, -1.0821, 2.9519]],
  "forces_ev_per_a": [[-0.2, -0.8, -1.5], [-0.2, 0.2, 0.0], [0.4, -0.3, -0.2], [-0.1, 0.1, 0.2], [0.0, -0.1, 0.1], [0.1, 0.0, -0.1], [-0.1, 0.1, 0.0], [-0.2, 0.4, -0.1], [0.2, -1.2, 1.1], [0.0, 0.1, 0.3], [0.0, 0.6, -1.7], [0.5, -0.8, 2.2], [-0.8, 1.0, -0.7], [0.2, -0.5, 0.9], [-0.3, 0.6, -0.2], [-0.2, 0.2, 0.3], [0.2, 0.0, -0.2], [0.1, -0.3, 0.4], [-0.1, 0.1, -0.4], [0.1, 0.1, -0.1], [-0.1, 0.1, 0.0], [0.0, 0.1, -0.1], [0.1, 0.0, -0.1], [0.1, -0.1, 0.0], [-0.1, 0.0, -0.1], [0.0, -0.1, -0.1], [0.0, -0.1, 0.0], [0.0, 0.0, 0.1], [0.0, 0.0, -0.1], [-1.0, 0.3, 1.7], [2.6, -0.5, -1.7], [-2.1, 0.7, 0.0], [0.5, 0.0, -0.2], [-0.1, 0.0, 0.0], [0.3, -0.3, -0.1], [-0.1, 0.0, 0.0], [0.2, -0.5, 0.3], [0.4, 1.0, -0.6], [0.0, 0.0, 0.1], [0.1, 0.1, -0.1], [-0.1, 0.0, 0.0], [0.0, 0.0, 0.0], [-0.1, 0.0, 0.0], [0.2, 0.0, 0.0], [-0.3, -0.2, 0.0], [0.0, -0.1, 0.0], [0.1, -0.1, 0.1], [-0.1, 0.1, 0.0], [0.0, 0.1, 0.0], [0.0, 0.0, 0.1], [0.1, 0.1, 0.2], [0.0, 0.0, 0.1], [-0.1, 0.1, 0.0], [0.0, -0.1, 0.0], [-0.1, 0.0, 0.1], [-0.1, 0.0, 0.0], [-0.1, -0.1, -0.1], [0.0, 0.0, -0.1], [0.0, 0.0, 0.1], [0.2, 0.0, 0.0], [0.1, 0.1, 0.0], [0.0, 0.1, 0.0], [-0.1, 0.0, -0.1], [-0.1, 0.0, -0.1], [0.0, 0.0, 0.0], [0.0, 0.1, 0.1], [0.0, 0.1, -0.1], [-0.1, 0.0, 0.1], [0.0, 0.4, 0.3], [-0.1, 0.0, -0.3], [-0.1, 0.1, 0.2], [-0.4, -0.2, -0.5], [0.0, -0.3, 0.1], [-0.2, -1.2, 0.3], [0.6, 0.8, -0.1], [0.0, -0.1, 0.0], [0.1, -0.1, 0.0], [0.0, -0.1, -0.1], [0.0, -0.1, 0.0], [0.0, -0.1, 0.1], [0.1, 0.1, -0.1], [0.0, 0.0, -0.1], [0.1, 0.0, 0.5], [0.2, 0.3, -0.3], [-0.1, -0.2, 0.1], [0.3, 0.1, 0.3], [0.1, 0.3, -0.4], [0.1, 0.1, -0.1], [-0.1, 0.0, -0.1], [0.0, -0.1, -0.1], [0.1, -0.1, 0.0], [-0.1, 0.1, 0.0], [0.1, -0.1, -0.1], [-0.1, 0.1, 0.1], [0.0, -0.1, 0.1], [0.0, 0.0, 0.1], [0.1, -0.1, 0.0]],
  "orbital_gap_ha": [0.1773, 0.1630],
  "e_above_lowest_kcal_mol": 76.5,
  "total_charge": 1,
  "s_squared": 0.79,
  "largest_force_ev_per_a": 3.13,
  "multiplicity": 2
}

***

Entry 5:
{
  "formula": "C4H18FeO6",
  "method": "ωB97M-V/def2-TZVPD",
  "elements": ["Fe", "C", "C", "O", "H", "H", "H", "H", "H", "C", "C", "O", "H", "H", "H", "H", "H", "O", "H", "H", "O", "H", "H", "O", "H", "H", "O", "H", "H"],
  "xyz": [[0.5010, -0.2865, 0.1114], [-1.9051, -1.8380, -3.0462], [-1.5705, -0.5298, -2.3558], [-1.0631, -0.6767, -1.0857], [-1.0260, -2.3200, -3.4855], [-2.6128, -1.5810, -3.8496], [-2.4586, -2.6109, -2.5108], [-2.5176, 0.0411, -2.2738], [-0.9505, 0.1479, -2.9754], [-0.8932, 3.1988, 2.3791], [0.1892, 2.2255, 1.9661], [-0.2562, 1.1865, 1.1830], [-0.4818, 4.0333, 2.9537], [-1.6367, 2.7140, 3.0174], [-1.4215, 3.5743, 1.5017], [0.7248, 1.8493, 2.8693], [0.9955, 2.7740, 1.4279], [-0.4103, -1.6677, 1.5765], [-0.0770, -1.7100, 2.4758], [-1.1515, -2.2791, 1.5414], [1.6249, 0.7592, -1.3425], [1.4813, 0.7428, -2.2931], [2.2693, 1.4529, -1.1808], [1.7081, -2.3327, -0.6390], [2.4685, -2.9177, -0.5918], [0.9409, -2.9036, -0.5191], [2.2545, -0.4330, 1.4347], [2.1178, -0.4931, 2.3842], [3.1567, -0.1196, 1.3270]],
  "forces_ev_per_a": [[-1.9, 1.0, 0.1], [-0.2, 0.0, -1.4], [-0.6, 0.5, 1.4], [1.0, -0.8, 0.5], [0.0, 0.0, 0.0], [0.4, -0.1, -0.3], [0.2, 0.4, 0.8], [0.0, -0.1, -0.1], [0.2, -0.4, -0.4], [-0.3, 0.0, 0.2], [1.1, -0.5, -0.4], [0.1, -0.4, -0.2], [0.1, 0.1, -0.1], [0.0, -0.1, -0.1], [0.1, 0.1, 0.0], [-0.2, 0.1, 0.2], [-0.2, 0.3, 0.1], [0.2, -0.6, 0.2], [-0.1, 0.1, 0.1], [-0.2, 0.2, -0.3], [0.7, 0.2, -0.4], [-0.3, -0.1, 0.0], [0.0, 0.1, 0.1], [-0.2, -0.1, -0.1], [0.1, 0.1, 0.1], [-0.1, 0.0, -0.2], [0.5, -0.2, 0.3], [-0.1, 0.2, 0.0], [0.0, 0.1, -0.1]],
  "orbital_gap_ha": [0.2513, 0.2379],
  "s_squared": 6.01,
  "largest_force_ev_per_a": 2.18,
  "multiplicity": 5
}

***

Entry 6:
{
  "formula": "C4H15N2",
  "method": "ωB97M-V/def2-TZVPD",
  "elements": ["C", "N", "C", "C", "H", "H", "H", "H", "H", "H", "H", "H", "H", "C", "N", "H", "H", "H", "H", "H", "H"],
  "xyz": [[-1.4781, 0.3484, 0.4928], [-0.7787, 1.6510, 0.8883], [0.6546, 1.3976, 0.9740], [-0.9028, 2.8076, -0.0187], [-1.2935, -0.4830, 1.1707], [-1.3032, 0.0675, -0.5939], [-2.5572, 0.5567, 0.5805], [1.0395, 2.3441, 1.3894], [0.9515, 0.4984, 1.6366], [1.1706, 1.2489, -0.0213], [-0.4964, 3.7394, 0.4618], [-1.9874, 3.0075, -0.1916], [-0.4953, 2.6025, -1.0378], [1.0895, -3.1412, -1.0165], [0.7336, -1.8441, -0.4190], [0.4827, -3.9732, -0.6347], [1.0231, -3.0731, -2.1217], [2.1186, -3.2580, -0.7426], [0.9015, -1.8493, 0.6083], [-0.2048, -1.5592, -0.6589], [1.3322, -1.0886, -0.7457]],
  "forces_ev_per_a": [[-0.7, 2.6, -0.8], [0.8, -2.3, -0.6], [0.7, -0.4, 0.8], [-1.9, 0.0, -0.2], [0.5, 0.2, 0.2], [0.0, 0.2, 0.8], [0.3, -0.2, -0.2], [0.6, -0.7, 0.0], [-0.7, 1.5, -0.7], [-0.5, 0.1, 0.4], [-0.1, -1.1, -0.6], [0.7, -0.1, 0.2], [0.2, 0.3, 0.6], [0.4, -0.5, -1.0], [0.3, 0.3, 0.9], [0.1, 0.6, 0.0], [-0.1, 0.0, 0.8], [0.6, -0.6, 0.0], [-0.7, 0.0, -0.7], [-0.7, 0.2, 0.4], [0.2, 0.1, -0.3]],
  "orbital_gap_ha": 0.3110,
  "e_above_lowest_kcal_mol": 50.4,
  "total_charge": 1,
  "largest_force_ev_per_a": 2.79
}

***

Number 1: energy -38786.00742 eV. Number 2: energy -11431.37189 eV. Number 3: energy -40236.86870 eV. Number 4: energy -86304.14077 eV. Number 5: energy -51111.08330 eV. Number 6: energy -7363.55562 eV.